Here is a molecular structure, C20H27Cl3F3N2PdSi2 from the OMol25 dataset. Energies are from ωB97M-V/def2-TZVPD.

XYZ file:
```
58
Properties=species:S:1:pos:R:3:forces:R:3
Pd 1.0470 -2.0067 0.8349 -0.845 -0.334 -0.056
C 1.8479 -0.0864 0.7195 0.138 -0.232 -0.423
Si 0.6233 1.0428 -0.0271 -0.028 0.002 0.209
C -1.0625 0.5788 0.7215 0.008 0.133 -0.165
N -1.2720 -0.8779 0.8068 0.116 -0.039 0.073
C -1.7304 -1.4260 -0.5069 0.076 0.020 -0.016
C -3.1723 -1.9248 -0.4831 0.018 -0.007 -0.011
C -4.0907 -0.9062 0.1857 -0.008 0.011 -0.007
C -3.6213 -0.6122 1.6263 0.003 0.015 0.022
C -2.2305 -1.2003 1.8739 -0.043 0.010 -0.044
C 0.5051 1.0107 -1.9075 -0.041 0.036 0.034
C 1.2651 0.1430 -2.6880 0.058 -0.005 0.044
C 1.1297 0.1076 -4.0707 0.011 -0.016 0.022
C 0.2268 0.9498 -4.7000 -0.017 0.013 -0.021
C -0.5401 1.8284 -3.9428 0.001 -0.010 -0.009
C -0.3983 1.8547 -2.5638 -0.034 -0.035 0.004
C 0.8494 2.8789 0.4409 0.083 -0.059 -0.016
C 1.3565 3.8286 -0.4483 -0.012 0.018 -0.061
C 1.6324 5.1302 -0.0486 -0.013 0.013 0.008
C 1.4059 5.5179 1.2639 0.002 -0.009 0.002
C 0.9051 4.5928 2.1702 -0.003 0.019 -0.017
C 0.6368 3.2949 1.7586 -0.033 0.019 0.050
H 1.8962 0.0479 1.8106 0.116 0.154 -0.010
H 2.8528 -0.0386 0.3010 -0.001 0.209 0.092
H -1.8736 1.0658 0.1556 -0.035 0.041 0.088
H -1.1087 0.9943 1.7332 0.076 -0.029 0.010
H -1.0612 -2.2244 -0.8257 0.019 -0.048 0.017
H -1.6450 -0.6276 -1.2496 0.003 -0.020 0.004
H -3.2258 -2.8847 0.0366 -0.007 0.001 0.003
H -3.4825 -2.1134 -1.5134 -0.017 0.005 0.005
H -5.1230 -1.2628 0.1796 -0.001 0.010 0.005
H -4.0789 0.0159 -0.4039 0.017 -0.009 -0.008
H -4.3133 -1.0377 2.3581 0.011 -0.021 -0.009
H -3.6075 0.4653 1.8053 -0.020 -0.007 0.006
H -2.2880 -2.2805 1.9557 -0.019 -0.044 0.012
H -1.8167 -0.8445 2.8192 -0.001 0.005 -0.004
H 1.9751 -0.5197 -2.2108 0.003 -0.007 0.001
H 1.7272 -0.5892 -4.6459 -0.009 0.008 -0.008
H 0.1162 0.9236 -5.7777 -0.001 -0.003 0.004
H -1.2488 2.4893 -4.4283 0.006 -0.003 -0.001
H -1.0045 2.5467 -1.9857 0.010 -0.002 0.002
H 1.5420 3.5481 -1.4797 0.004 -0.013 0.018
H 2.0265 5.8419 -0.7646 0.003 -0.002 0.006
H 1.6230 6.5310 1.5806 -0.007 0.000 -0.002
H 0.7282 4.8817 3.1996 0.003 -0.001 -0.003
H 0.2603 2.5903 2.4937 0.023 -0.013 -0.018
F -0.5194 -3.4603 2.6210 -0.021 -0.078 0.114
C 0.1865 -3.8093 1.4678 0.420 0.232 -0.100
F 0.9951 -4.8206 1.9136 -0.014 -0.033 0.049
F -0.7506 -4.4575 0.7075 -0.171 0.025 -0.132
N 3.4020 -2.7225 2.7495 0.055 0.115 0.164
H 3.1251 -3.6660 2.9910 -0.036 -0.005 -0.036
H 3.7784 -2.2635 3.5698 0.027 -0.080 0.028
H 4.1379 -2.7841 2.0565 -0.020 -0.009 -0.023
Cl 4.1606 -1.9478 -1.2082 0.039 0.022 -0.085
Si 2.4261 -2.9951 -0.5894 0.099 0.063 0.384
Cl 3.3349 -4.8077 -0.0174 0.030 0.002 -0.089
Cl 1.5402 -3.5029 -2.4212 -0.024 -0.028 -0.108
```
Forces are in eV/Å.

Values from the calculation:
2S+1 = 1
Charge = -1
Orbital gap = 7.6 eV
LUMO = 2.71 eV
HOMO = -4.89 eV
Energy above the lowest of the compared OMol25 structures with the same formula, charge and spin = 11.26 kcal per mole
Electronic energy = -89121.2534 eV